Below is a structure of composition C33H44Cl2N7O8P2Tl, with properties calculated with wB97M-V/def2-TZVPD.

Cartesian coordinates (Å):
Tl -0.4623 -1.7732 0.5891
C 0.9514 1.7045 -0.9295
N -0.3791 2.2907 -1.0698
C -0.3425 3.7103 -1.3636
P -1.6718 1.4572 -0.4842
O -1.4344 0.6420 0.7339
O 0.4848 3.5420 1.7836
P 1.1222 2.5287 2.6882
O 1.8032 1.3195 2.1263
N 0.0651 1.9937 3.8946
C -0.4700 0.6453 3.8490
C -0.8564 2.9665 4.4321
N 2.2263 3.4301 3.6596
C 3.0594 2.6218 4.5242
C 2.9940 4.4337 2.9540
N -2.8730 2.6194 -0.3142
C -4.2462 2.1296 -0.3195
C -2.6313 3.4853 0.8495
H 1.4909 1.8333 -1.8737
H 0.8798 0.6403 -0.7141
H 1.4996 2.1677 -0.1082
H 0.2612 3.8687 -2.2645
H 0.1072 4.2589 -0.5300
H -1.3448 4.0871 -1.5532
H 0.2880 -0.0321 3.4623
H -1.3553 0.5627 3.2092
H -0.7404 0.3264 4.8631
H -0.3769 3.9442 4.4751
H -1.1542 2.6779 5.4482
H -1.7706 3.0585 3.8276
H 2.4437 1.8814 5.0343
H 3.5430 3.2555 5.2781
H 3.8451 2.0867 3.9682
H 2.3319 4.9972 2.3003
H 3.7994 3.9986 2.3386
H 3.4616 5.1184 3.6729
H -4.4694 1.5777 -1.2299
H -4.9197 2.9894 -0.2758
H -4.4606 1.4814 0.5399
H -1.5632 3.6320 1.0255
H -3.0453 3.0329 1.7577
H -3.1159 4.4525 0.6847
Cl 2.3224 -3.4999 -4.2754
C 1.1168 -2.2424 -4.2470
C 0.8631 -1.5419 -5.4005
C -0.1140 -0.5382 -5.4001
Cl -0.3874 0.3034 -6.9224
C -0.8378 -0.2082 -4.2791
C -1.8656 0.8185 -4.2339
C -2.5281 1.0687 -3.1049
C -2.2216 0.3336 -1.8413
N -1.1707 -0.6577 -1.9142
C -0.5714 -0.9111 -3.0470
C 0.4365 -2.0068 -3.0077
O 0.6519 -2.6499 -1.9678
H 1.4098 -1.7647 -6.3058
H -2.0841 1.3731 -5.1371
H -3.2868 1.8422 -3.0784
H -3.1027 -0.1876 -1.4357
O -2.4990 -2.8306 2.3162
N -3.6075 -3.1202 1.8396
N -3.7359 -2.8659 0.5677
O -2.7991 -2.3495 -0.1860
C -4.9845 -3.1621 -0.0240
C -6.0609 -3.6647 0.7109
C -7.2598 -3.9257 0.0718
C -7.4106 -3.6943 -1.2921
C -6.3352 -3.1967 -2.0124
C -5.1245 -2.9298 -1.3890
H -5.9416 -3.8404 1.7690
H -8.0906 -4.3145 0.6492
H -8.3540 -3.9007 -1.7823
H -6.4321 -3.0131 -3.0758
H -4.2685 -2.5506 -1.9281
C 3.6699 -1.1488 2.4838
C 3.1170 -2.5340 2.3770
O 2.5419 -3.1220 3.2442
H 3.9626 -0.9639 3.5150
H 2.8808 -0.4228 2.2334
H 4.5039 -0.9778 1.8059
C 5.5474 -3.8387 0.9481
C 4.4081 -3.0222 0.4353
O 3.2295 -3.1426 1.1341
C 4.4586 -2.2322 -0.7325
C 5.6338 -2.1932 -1.5209
C 5.6920 -1.4159 -2.6605
C 4.5939 -0.6560 -3.0526
C 3.4330 -0.6813 -2.2848
C 3.3570 -1.4508 -1.1435
H 5.2409 -4.3687 1.8486
H 6.4187 -3.2195 1.1885
H 5.8735 -4.5826 0.2133
H 6.4939 -2.7841 -1.2328
H 6.5980 -1.4060 -3.2555
H 4.6346 -0.0609 -3.9560
H 2.5684 -0.1090 -2.5942
H 2.4421 -1.4843 -0.5694

2S+1: 1
ΔE to the lowest compared entry with this formula, charge and spin: 37.5 kcal/mol
Strongest force on any atom: 0.2 eV/Å
LUMO energy (spin up / spin down): 3.991 / 4.059 eV
Net charge: -2
HOMO-LUMO gap (spin up / spin down): 5.629 / 6.645 eV

Here are the Mulliken charges for atoms 1 to 2, given in e:
1. Tl 1.114
2. C -1.104


Below is a structure of composition C5H8O at a distorted geometry, with properties calculated with wB97M-V/def2-TZVPD.

Cartesian coordinates (Å):
C 0.9597 -0.7712 -0.2680
C 0.8286 0.7672 -0.2404
C -0.5708 1.0127 -0.1187
C -0.9946 -0.0341 0.9222
C -0.6018 -1.0076 -0.4412
H 1.3553 -1.1470 0.8396
H 1.6716 -1.2723 -1.0052
H 1.4688 1.3410 0.6726
H 1.2309 1.5397 -0.9659
H -0.8085 1.9461 -0.3901
H -1.9984 -0.4055 1.0388
H -0.3003 -0.2152 1.8274
H -1.1143 -1.9334 -0.7216
O -1.1262 0.1796 -1.1494

2S+1: 1
ΔE to the lowest compared entry with this formula, charge and spin: 94.0 kcal/mol
Strongest force on any atom: 7.3 eV/Å
LUMO energy: 1.061 eV
Net charge: 0
HOMO-LUMO gap: 10.261 eV

Here are the natural (NBO) charges for atoms 1 to 2, given in e:
1. C -0.444
2. C -0.427


Below is a cluster of 2 separate species, C5H12NO2PS in total at a distorted geometry, with properties calculated with wB97M-V/def2-TZVPD.

Cartesian coordinates (Å):
C 1.6335 1.2944 2.0176
C 0.7124 1.6878 1.1071
C 0.2077 -0.6832 0.9722
C 0.5393 -1.5843 -0.1733
C -1.0251 -1.2053 1.7395
N 0.0359 0.6586 0.4384
O -1.4523 0.5567 -2.5185
O 0.9044 1.2666 -2.4383
P -0.6176 1.9304 -2.7053
S 1.6764 -0.4642 2.1288
H -2.3913 0.6366 -2.7828
H 2.1573 1.9470 2.5551
H 0.2701 2.6394 0.8878
H 1.4826 -1.4897 -0.6898
H -0.1548 -1.6341 -0.9846
H 0.6871 -2.6004 0.1121
H -1.8112 -1.1462 0.9574
H -1.3670 -0.3593 2.4350
H -0.7152 -2.1290 2.1785
H -0.9393 0.7709 -0.0674
H 0.9523 0.9053 -1.5605
H -0.5839 1.7652 -4.1737

2S+1: 3
ΔE to the lowest compared entry with this formula, charge and spin: 0.2 kcal/mol
Strongest force on any atom: 7.9 eV/Å
LUMO energy (spin up / spin down): 0.411 / -0.838 eV
Net charge: 0
HOMO-LUMO gap (spin up / spin down): 4.551 / 8.218 eV

Here are the natural (NBO) charges for atoms 1 to 2, given in e:
1. C -0.446
2. C -0.195


The lowest strongest force on any atom belongs to which entry? C33H44Cl2N7O8P2Tl


Among the records above, which one has the highest ΔE to the lowest compared entry with this formula, charge and spin? C5H8O


The highest 2S+1 belongs to which entry? C5H12NO2PS


What is the 2S+1 in the first record? 1